Entry 1:
{"formula": "C9H14N3", "method": "ωB97M-V/def2-TZVPD", "symbols": ["H", "H", "N", "H", "H", "N", "C", "C", "H", "C", "H", "C", "H", "H", "C", "H", "H", "H", "H", "N", "C", "C", "C", "H", "C", "H"], "coordinates": [[-1.14934, 2.64350, -0.53985], [-1.64498, -2.14857, 1.59613], [-3.25481, 0.98681, -1.08527], [-0.84626, 1.57369, 1.00833], [3.05810, 0.98749, 1.85859], [0.84804, -0.14630, 0.24554], [-1.28547, 1.73544, 0.05622], [-2.13569, 0.74186, -0.32975], [0.56339, -1.94641, 1.28230], [-3.49965, -1.03397, -0.08063], [-3.88779, -1.87685, 0.48265], [-4.07972, -0.00244, -0.82385], [-5.13314, -0.12332, -1.14560], [1.93052, -0.03233, -1.97958], [0.06505, -1.08888, 0.83037], [2.34618, 1.90113, 0.40720], [2.99039, -1.38772, -1.65327], [2.64490, -1.21184, 0.81353], [4.12752, 1.20823, 0.35104], [-2.25427, -0.63245, 0.23216], [2.70394, -0.41979, -1.38542], [-1.27749, -1.32771, 0.86227], [2.28465, -0.29711, 0.11745], [0.41850, 0.61291, -0.31103], [2.96528, 1.06369, 0.73511], [3.50215, 0.22094, -1.54465]], "relative_energy_kcal_mol": 85.67, "spin_multiplicity": 1, "charge": 1, "largest_force_ev_per_a": 3.32, "e_homo_ev": [-12.11, -12.22], "smiles": "C=C1N=CC=[N+]1/C=C\\NC(C)C", "gap_ev": [6.00, 6.25]}

Entry 2:
{"formula": "C28H50F9N3O15PS6", "method": "ωB97M-V/def2-TZVPD", "symbols": ["O", "N", "H", "O", "P", "C", "H", "S", "H", "C", "O", "O", "H", "C", "O", "C", "H", "H", "S", "O", "C", "H", "H", "O", "C", "O", "O", "C", "C", "H", "F", "H", "C", "C", "C", "H", "H", "H", "O", "H", "H", "F", "O", "H", "F", "H", "F", "H", "C", "C", "O", "H", "H", "F", "H", "F", "F", "H", "H", "S", "H", "H", "S", "S", "H", "N", "H", "H", "H", "O", "H", "C", "H", "C", "C", "F", "H", "O", "F", "H", "H", "C", "H", "H", "H", "H", "C", "C", "C", "H", "H", "C", "H", "C", "C", "H", "N", "H", "C", "H", "H", "C", "S", "H", "H", "H", "H", "C", "C", "C", "H", "O"], "coordinates": [[-2.33389, 0.06529, 0.95089], [5.62076, -0.46893, 2.31430], [-3.88063, -2.01661, 4.16500], [-3.30052, -3.79725, 5.99526], [6.75945, 3.55602, 2.56749], [-1.32093, -1.22549, 5.45128], [-1.16549, -2.62832, 7.15496], [-3.65599, -3.36357, -3.06250], [-0.09601, 3.95509, -1.18940], [-3.97408, -5.46309, -1.44766], [5.77049, 3.96769, 1.39050], [3.70466, 2.71384, 3.25891], [-0.99505, 6.47072, -4.54527], [0.25429, 1.86783, 2.20085], [6.07761, 4.13692, 3.85941], [-5.03791, 2.16920, -0.10348], [-6.00440, 0.93949, -1.63673], [-1.87233, -1.03754, 7.55141], [-2.29909, 4.29810, -1.99345], [4.15505, 0.55754, 4.48167], [-4.71576, -4.68363, -3.64269], [-1.33159, 7.12437, -2.94808], [0.81817, 5.95371, -2.73281], [-4.42924, -0.64024, 2.08901], [2.09739, -4.58161, -6.58097], [-4.42372, -2.17133, -2.80481], [-4.30263, -2.11180, 7.53963], [-0.08116, 5.36203, -2.89700], [-3.75232, -1.37328, 5.03134], [6.58882, 1.58678, 3.90902], [0.45268, -0.36406, 2.72442], [5.10499, 1.27975, 1.21271], [-1.21090, 6.19905, -3.51368], [-4.21711, -5.91548, -2.89490], [0.16160, -3.22846, -5.83968], [6.85249, -2.65294, 0.53373], [6.10413, -1.36649, -0.32926], [0.17647, 4.53543, -3.56255], [3.56446, -2.44440, -7.20290], [-2.38646, -0.18620, 3.84553], [8.14691, 1.60687, 1.27226], [2.69108, 0.89584, 1.04263], [-2.48731, -3.28311, -3.90583], [1.72155, -5.28905, -7.31728], [1.05928, 3.72629, 3.45114], [-3.40944, 2.47410, 1.33869], [-0.29653, 4.11414, 1.78841], [8.75398, 1.35837, 2.90097], [6.60810, 1.72625, 2.82119], [7.91299, 1.16280, 2.24207], [8.16935, 3.87865, 2.32763], [-4.67480, -0.83164, 5.22049], [-4.62939, -4.74141, -4.72509], [-0.90315, 1.82318, 2.87004], [-3.39063, 5.96404, -3.27685], [2.81043, -0.81497, 2.36797], [1.26304, 1.03550, 4.18475], [-5.73529, -4.42171, -3.36109], [-5.79019, 2.93999, 0.05429], [-3.42125, -2.43318, 6.44755], [3.09078, -4.88040, -6.25653], [-2.67805, 0.45396, 5.46297], [3.93419, 1.31039, 3.28673], [2.24764, -2.99097, -7.41833], [-0.45327, -0.57888, 5.57708], [6.65109, -1.66647, 0.46446], [-3.42965, -6.21247, -0.87607], [-2.11450, -4.30442, -1.54563], [1.60366, -1.61336, -5.62503], [1.72987, -3.11808, -8.75558], [1.66256, -4.06289, -4.52879], [-4.53852, -0.18577, -0.51126], [-6.49296, 0.56239, 0.01628], [0.71238, 3.34859, 2.21978], [-4.29661, 1.85974, 1.20219], [1.75877, 3.51713, 1.39369], [8.65154, -0.61397, 1.34559], [-2.26926, 2.92196, -2.42311], [0.07755, 1.51022, 0.92996], [-1.04321, -2.03478, 4.77175], [6.13084, 3.77040, 0.51389], [1.04700, -2.12653, -6.40929], [-4.88621, -1.21418, -0.52758], [-3.77495, -0.03724, -1.27333], [-0.43438, -2.87134, -5.00435], [-4.93064, -5.30167, -0.94818], [2.56925, 0.48798, 2.31198], [5.37298, 0.98828, 2.23026], [1.13603, 0.76841, 2.87839], [5.85003, -0.60309, 3.30316], [-4.93441, 1.92697, 2.08204], [-5.64868, 0.85583, -0.61153], [0.57256, -5.27399, -5.19235], [6.74392, -0.84139, 1.55217], [-0.63254, 4.81530, -1.58408], [-0.52823, -3.58545, -6.60679], [7.87510, -0.34407, 1.94528], [-0.71660, 5.59024, -0.82267], [-1.77372, -1.80634, 6.78533], [-2.62609, 4.71472, -4.29050], [6.43013, 5.01235, 4.09080], [-3.19043, -4.14649, -1.50694], [-3.77621, 0.14481, 1.06444], [0.52819, -1.40338, -7.03376], [-4.31623, 2.55303, -0.82013], [-4.93936, -6.72786, -2.94993], [-3.43121, -3.45990, -0.69868], [1.11412, -4.35856, -5.42608], [-2.49579, 5.36629, -3.42865], [-2.52918, -0.46334, 4.88806], [-3.28388, -6.26609, -3.34060], [-3.20050, 4.70534, -0.94410]], "relative_energy_kcal_mol": 0.00, "spin_multiplicity": 1, "charge": 1, "largest_force_ev_per_a": 1.49, "e_homo_ev": -11.21, "gap_ev": 5.93}

Entry 3:
{"formula": "C27H19CrN2O3S", "method": "ωB97M-V/def2-TZVPD", "symbols": ["H", "C", "C", "H", "C", "C", "C", "H", "H", "H", "C", "H", "O", "H", "O", "Cr", "C", "C", "O", "N", "C", "H", "H", "C", "H", "C", "C", "H", "S", "H", "C", "H", "C", "C", "C", "H", "C", "H", "C", "H", "C", "N", "C", "C", "C", "C", "H", "C", "C", "C", "H", "H", "C"], "coordinates": [[-5.25338, -1.55644, 3.57329], [2.09087, -1.53248, 2.25900], [-1.62721, -1.78528, 1.53396], [-2.35055, 0.69009, 1.34934], [-6.64885, -5.02977, 0.74560], [1.00714, -0.93299, 1.55422], [3.31921, 0.56415, 4.30065], [-6.81064, 0.34051, 3.43244], [2.97040, 1.41418, -0.08556], [4.82747, 0.15059, 1.00222], [-2.95291, -4.51471, 0.83174], [-3.10192, -2.64025, 2.91635], [-0.04776, 1.15196, 4.48817], [0.60616, 0.80169, 0.33602], [2.69410, 3.56908, 2.96428], [2.31518, 0.53303, 2.68142], [-8.63552, -6.39821, 0.75730], [-3.04547, -2.14746, 1.94110], [3.85986, 0.73611, 5.33710], [-5.27463, -4.68880, 0.76501], [1.39522, 0.20333, 0.80168], [-4.06669, -5.88564, -0.43406], [-6.67816, -7.17324, 0.32458], [-4.18373, 1.68330, 1.82403], [-2.48354, -4.28907, -0.12729], [-8.77630, -4.02611, 1.24321], [3.44787, -1.17560, 2.03882], [-9.15354, -7.35077, 0.65516], [-6.39286, -2.46141, 1.33224], [-9.34493, -3.14080, 1.51455], [2.55376, 2.42891, 2.75395], [-3.85556, 2.64040, 1.40611], [-7.24082, -6.27483, 0.58094], [-3.86808, -0.75175, 2.07947], [-4.09487, -5.48932, 0.57441], [-4.11516, -6.35268, 1.22499], [-4.99256, -3.44651, 1.18219], [-6.15692, 2.45835, 2.32574], [0.82090, 0.84998, 3.76159], [1.88719, -2.33548, 2.97691], [-0.46256, -1.37104, 1.61616], [-3.63394, -3.23220, 1.24326], [-5.82450, 0.41539, 2.98150], [3.78269, -0.12600, 1.18092], [-4.98167, -0.71359, 2.92806], [-9.40755, -5.27202, 1.08607], [-10.49510, -5.35101, 1.22682], [-7.40028, -3.89836, 1.07993], [-3.36940, 0.52645, 1.72230], [-5.46103, 1.61461, 2.38145], [4.25461, -1.71751, 2.54050], [-2.21160, -4.88538, 1.54915], [2.74076, 0.57308, 0.57092]], "relative_energy_kcal_mol": 0.00, "spin_multiplicity": 4, "s2": 3.81, "charge": 2, "largest_force_ev_per_a": 5.82, "e_homo_ev": [-9.70, -13.05], "gap_ev": [3.19, 2.63]}

Entry 4:
{"formula": "C2H2N2O2S", "method": "ωB97M-V/def2-TZVPD", "symbols": ["H", "H", "N", "S", "C", "C", "N", "O", "O"], "coordinates": [[0.26915, 0.82297, -0.07669], [0.25914, -0.21088, 1.05972], [-1.90165, 0.36414, -4.24343], [-0.17187, -1.43032, -0.96817], [0.31483, -0.45184, -3.50399], [-0.93689, -0.13933, -3.78415], [0.11983, -0.12018, 0.04772], [-1.23761, -1.21677, -1.89114], [1.07821, -0.74653, -2.62317]], "relative_energy_kcal_mol": 108.76, "spin_multiplicity": 1, "charge": 0, "largest_force_ev_per_a": 4.37, "e_homo_ev": [-8.17, -7.97], "gap_ev": [7.10, 6.97]}

Entry 5:
{"formula": "C6H12N", "method": "ωB97M-V/def2-TZVPD", "symbols": ["H", "C", "H", "H", "N", "C", "C", "H", "H", "H", "H", "C", "H", "C", "H", "C", "H", "H", "H"], "coordinates": [[-0.67439, 0.83457, 2.02887], [-2.07822, -1.38527, -0.13884], [0.13672, 0.70876, -2.24694], [2.66660, -0.93731, 0.97415], [-0.09239, 0.38121, -0.05835], [-0.31406, 1.27120, 1.08411], [0.21029, 1.27736, -1.20315], [-2.21763, -2.00816, 0.74038], [2.14692, -2.18125, -0.06848], [1.15640, 1.75752, -1.21500], [-1.12655, 1.96731, 1.03065], [2.14863, -1.19486, 0.11867], [-0.45622, 2.28157, -1.26511], [0.78723, -0.84973, 0.37059], [2.68049, -0.43187, -0.48501], [-0.73069, -0.88454, -0.31080], [0.73053, 1.78590, 1.40912], [-2.34758, -1.76675, -1.02174], [-2.62608, -0.62566, 0.25689]], "relative_energy_kcal_mol": 167.73, "spin_multiplicity": 1, "charge": 1, "largest_force_ev_per_a": 9.74, "e_homo_ev": [-13.76, -13.87], "smiles": "CC1=C(C)[N+]1(C)C", "gap_ev": [8.76, 8.84]}

Entry 6:
{"formula": "C19H38AsN2SSe2Si2Te3Zr", "method": "ωB97M-V/def2-TZVPD", "symbols": ["C", "H", "H", "H", "H", "H", "H", "C", "Si", "C", "H", "H", "C", "H", "C", "N", "H", "C", "S", "C", "N", "H", "C", "H", "H", "C", "C", "H", "Se", "H", "H", "H", "H", "H", "H", "Te", "C", "Zr", "H", "Se", "H", "C", "C", "H", "H", "C", "H", "H", "C", "H", "C", "H", "H", "H", "C", "H", "H", "H", "As", "H", "H", "H", "C", "Te", "Si", "C", "H", "Te", "H"], "coordinates": [[0.80500, -0.43801, 6.49325], [-1.45519, 3.27111, 2.15870], [-2.21039, -0.86382, 2.50062], [2.56338, 1.89303, 2.64436], [-0.53730, 2.64425, -2.83280], [2.91700, 2.56540, -3.69418], [-1.05302, -1.36935, -3.26994], [1.99451, 0.96593, 2.62237], [-1.69911, 1.08544, 1.03954], [-1.82370, 0.14566, 2.64516], [0.07416, 2.83991, 1.39291], [-1.26573, 3.43256, 0.41245], [1.75186, -0.86540, 4.31822], [-0.02015, 3.67348, -4.19838], [-3.36876, 1.24306, 0.21246], [0.98885, 1.80483, -3.99404], [2.29334, 2.70640, -5.34807], [-1.00838, 2.81176, 1.27308], [1.43183, -0.83798, -3.72662], [-0.46773, -3.39655, -1.72312], [-0.86221, 0.47002, -4.22241], [0.96277, 2.41192, 4.67532], [-2.89128, -2.32606, -0.28814], [-0.91278, -3.90247, 1.51742], [-3.28761, 1.86791, -0.67917], [-1.64216, -0.71054, -3.88952], [2.34036, 2.05999, -4.46874], [0.50093, -0.79812, 7.46702], [3.25112, -3.10275, -1.21608], [-2.52169, 0.67341, 3.30166], [-3.30134, -1.78278, 0.56338], [-2.26717, 0.92275, -5.67145], [1.12918, 1.08985, 1.97450], [-0.91069, 2.05240, -5.60242], [-3.35064, -1.93748, -1.19825], [5.40711, -1.82436, -0.86992], [0.30887, 2.96816, -3.43319], [2.06672, -0.75995, -1.15218], [3.12728, -2.43685, 3.73664], [3.07953, 1.62054, -0.88527], [-0.86797, 0.07812, 3.16491], [1.34884, -1.31676, 5.57259], [1.60571, 0.48221, 3.99394], [2.82219, 1.12624, -4.74162], [-2.53465, -0.40026, -3.34373], [-1.59762, 1.46226, -5.00329], [-2.19656, 2.12155, -4.37418], [1.46948, -2.36268, 5.82796], [1.06498, 1.36290, 4.92785], [1.01983, 3.47112, -2.77589], [2.33474, -1.82567, 3.30939], [-3.18832, -3.37347, -0.18367], [-0.65709, -4.41007, -1.35472], [1.58333, -2.47876, 2.88366], [0.66447, 0.90637, 6.17124], [0.25139, 1.59820, 6.89322], [-4.06658, 1.73105, 0.89884], [0.58753, -3.35645, -1.99825], [-0.30116, 0.02252, -0.55095], [-3.79872, 0.28702, -0.08005], [-0.42092, -2.29963, 2.07771], [-1.93884, -1.23099, -4.80172], [-0.35429, -3.00231, 1.24785], [4.78028, 0.36927, -2.29656], [-1.02085, -2.25642, -0.33283], [0.43970, 0.58023, -3.97216], [0.69327, -3.28367, 1.10999], [3.18651, -0.58917, 1.78359], [-1.04546, -3.28005, -2.63831]], "relative_energy_kcal_mol": 12.36, "spin_multiplicity": 1, "charge": 1, "largest_force_ev_per_a": 0.78, "e_homo_ev": -10.15, "gap_ev": 6.63}